{
  "formula": "C12H38O7",
  "method": "the ωB97M-V functional and the def2-TZVPD basis",
  "symbols": ["O", "H", "H", "O", "H", "H", "O", "H", "H", "C", "C", "C", "O", "H", "H", "H", "H", "H", "H", "H", "H", "C", "C", "C", "O", "H", "H", "H", "H", "H", "H", "H", "H", "C", "C", "C", "O", "H", "H", "H", "H", "H", "H", "H", "H", "C", "C", "C", "O", "H", "H", "H", "H", "H", "H", "H", "H"],
  "positions_angstrom": [[0.745385, 0.304568, -0.355509], [0.300665, -0.407402, 0.104441], [1.092635, 0.860808, 0.341801], [1.604575, 1.973968, -2.816019], [1.815925, 2.595448, -2.119369], [1.328545, 1.181678, -2.355229], [1.041995, 2.957868, 2.371341], [0.305055, 3.231028, 1.824951], [0.846545, 2.049468, 2.601231], [5.072995, 2.553548, 2.697721], [4.699995, 2.633668, 1.207611], [4.291155, 1.275518, 0.543771], [3.673495, 3.637938, 1.144971], [4.299755, 1.962608, 3.188631], [5.153635, 3.536808, 3.161181], [5.982215, 1.989938, 2.906941], [5.461065, 3.129798, 0.605341], [4.112495, 1.419768, -0.521769], [3.394505, 0.868468, 1.011131], [5.106875, 0.573598, 0.717001], [3.024985, 3.449638, 1.827301], [-1.168075, 0.659538, 3.112921], [-0.257145, -0.592442, 3.060201], [-0.717185, -1.596312, 2.009591], [0.971725, -0.005142, 2.793181], [-0.836785, 1.296508, 3.933051], [-2.181635, 0.382078, 3.402431], [-1.304515, 1.116218, 2.132651], [-0.154105, -0.967402, 4.078471], [0.008775, -2.359452, 1.729061], [-1.169995, -1.246982, 1.081671], [-1.426525, -2.228442, 2.543781], [1.675825, -0.546912, 3.156961], [-4.370055, 1.292178, -0.702359], [-3.824685, 1.319788, -2.137759], [-2.498265, 0.579008, -2.364429], [-4.880675, 0.978798, -2.996819], [-4.261235, 0.319538, -0.222539], [-5.453735, 1.405088, -0.733639], [-3.899095, 2.053198, -0.080139], [-3.614175, 2.383058, -2.252839], [-1.634215, 1.104338, -1.957539], [-2.325175, 0.303118, -3.404639], [-2.423255, -0.361562, -1.818719], [-5.056545, 1.698798, -3.606959], [-0.940315, -5.202112, -2.958109], [-0.923815, -4.167482, -1.891899], [-0.686515, -2.748292, -2.420189], [-2.271335, -4.116292, -1.300289], [-1.247475, -6.175332, -2.575229], [0.043205, -5.204952, -3.427979], [-1.674625, -4.879832, -3.696369], [-0.182295, -4.424542, -1.135489], [-1.526405, -2.454682, -3.049849], [0.283975, -2.673692, -2.910789], [-0.634205, -2.129342, -1.524499], [-2.793915, -4.588802, -1.952399]],
  "forces_ev_per_angstrom": [[-0.106, 0.197, -0.822], [0.040, -0.209, 0.264], [0.216, 0.093, 0.479], [0.067, 0.203, -0.538], [0.067, 0.113, 0.244], [-0.148, -0.338, 0.419], [0.301, 0.586, -0.039], [-0.175, 0.160, -0.181], [0.132, -0.838, 0.296], [0.201, -1.001, -0.391], [-0.593, 0.600, 0.207], [0.424, 1.198, 0.853], [-0.034, -0.216, -0.611], [-0.261, 0.201, 0.206], [-0.067, -0.010, -0.192], [0.257, 0.044, -0.210], [0.509, -0.441, 0.080], [0.040, -0.066, 0.019], [-0.012, 0.015, 0.058], [-0.014, -0.168, -0.211], [-0.545, -0.180, 0.076], [-1.051, -1.398, 0.628], [-0.892, 1.815, -0.463], [-0.066, -1.265, 0.996], [1.161, 0.912, -1.173], [0.254, 0.377, -0.467], [-0.311, -0.292, 0.049], [0.522, 0.310, 0.094], [-0.601, -0.760, -0.115], [0.612, 0.363, 0.070], [-0.151, 0.487, 0.248], [-0.730, 0.006, -0.210], [0.897, -0.507, 0.289], [-0.007, -0.927, 0.110], [0.615, 1.269, 1.176], [-0.172, -0.743, 0.408], [-0.418, -0.754, -0.904], [0.408, -0.118, 0.044], [0.049, 0.559, -0.065], [-0.080, -0.074, 0.058], [0.160, 0.205, -0.535], [-0.094, 0.492, -0.265], [-0.044, 0.421, -0.115], [-0.553, -0.244, 0.077], [0.159, -0.087, 0.034], [0.142, 0.077, -0.526], [-1.274, 1.091, 0.311], [0.527, -0.753, 0.815], [1.084, -0.431, 0.001], [0.312, -0.104, -0.023], [-0.052, -0.461, -0.155], [-0.020, -0.113, -0.345], [-0.217, 0.076, 0.297], [0.210, 0.099, -0.074], [-0.079, 0.118, -0.268], [-0.163, 0.360, -0.228], [-0.439, 0.050, 0.216]],
  "spin_multiplicity": 2,
  "e_above_lowest_kcal_mol": 0.0,
  "fmax_ev_per_a": 2.07,
  "total_charge": -1,
  "lumo_ha": [0.093, 0.091],
  "orbital_gap_ev": [2.02, 9.66],
  "e_tot_ha": -1006.6100,
  "homo_energy_ev": [0.52, -7.19]
}